<a>
This record from OMol25 describes a cluster of 3 separate species, C3H14NO2 in total. The level of theory is the ωB97M-V functional and the def2-TZVPD basis.

XYZ file:
```
20
Properties=species:S:1:pos:R:3:lowdin_charge:R:1
C -1.254 0.912 -1.553 -0.062
C 0.093 0.233 -1.661 -0.181
N 0.510 -0.415 -0.375 -0.026
C 1.645 -1.395 -0.542 0.022
H -2.055 0.289 -1.201 0.076
H -1.514 1.240 -2.566 0.096
H -1.231 1.823 -0.968 0.078
H 0.888 0.923 -1.933 0.139
H 0.021 -0.565 -2.382 0.125
H 0.777 0.333 0.294 0.108
H -0.255 -0.897 0.116 0.119
H 2.184 -1.111 -1.442 0.099
H 2.278 -1.351 0.336 0.104
H 1.213 -2.380 -0.676 0.103
H -2.282 -0.429 1.697 0.074
H -1.661 -1.681 2.221 0.076
O -1.430 -0.888 1.718 -0.039
H 0.438 2.401 1.671 0.075
H 0.039 1.042 2.317 0.050
O 0.670 1.467 1.723 -0.035
```

Calculated values
- E_LUMO: -2.99 eV
- HOMO-LUMO gap: 0.47317 Eh
- Charge: +1
- Molar mass: 96.1 g mol⁻¹

<b>
This record from OMol25 describes a cluster of 3 separate species, C3H14NO2 in total. The level of theory is the ωB97M-V functional and the def2-TZVPD basis.

XYZ file:
```
20
Properties=species:S:1:pos:R:3:lowdin_charge:R:1
C -1.787 -1.410 1.232 -0.053
C -1.255 0.037 0.968 -0.319
C -0.154 0.559 1.883 -0.047
N -0.676 -0.087 -0.498 0.203
H -2.676 -1.824 0.666 0.103
H -1.065 -2.348 1.144 0.131
H -1.863 -1.535 2.294 0.062
H -1.931 0.856 0.797 0.137
H 0.667 -0.123 2.042 0.088
H -0.706 0.846 2.788 0.098
H 0.204 1.620 1.491 0.135
H -1.476 0.264 -1.010 0.159
H -0.033 0.674 -0.493 0.112
H -0.246 -0.843 -0.954 0.106
H 1.356 2.105 -2.523 0.072
H 2.649 2.569 -2.950 0.055
O 2.316 1.785 -2.477 -0.086
H 2.252 -1.784 -1.283 0.032
H 2.602 -0.365 -1.571 0.072
O 1.822 -0.992 -1.547 -0.060
```

Calculated values
- E_LUMO: -3.28 eV
- HOMO-LUMO gap: 0.43285 Eh
- Charge: +1
- Molar mass: 96.1 g mol⁻¹

Short version: <b> is the least stable of them.

<a>
This record from OMol25 describes a structure of composition C4H7Cl2P. The level of theory is the ωB97M-V functional and the def2-TZVPD basis.

XYZ file:
```
14
Properties=species:S:1:pos:R:3:lowdin_charge:R:1
C 1.224 -1.726 -0.791 -0.052
C 0.029 -1.209 -0.607 -0.066
C 0.728 1.465 0.377 -0.210
C -0.211 0.319 0.699 -0.546
P -1.992 0.845 0.850 0.223
Cl -2.174 1.896 -0.874 0.188
Cl -2.976 -0.903 0.262 0.145
H 1.285 -2.762 -1.147 0.064
H 2.041 -1.556 -0.204 0.020
H -0.950 -1.429 -0.970 -0.021
H 1.293 1.205 -0.486 0.048
H 1.453 1.657 1.166 0.068
H 0.084 2.364 0.042 0.037
H 0.165 -0.164 1.683 0.099
```

Calculated values
- E_LUMO: 0.48 eV
- HOMO-LUMO gap: 0.35139 Eh
- Molar mass: 157.0 g mol⁻¹

<b>
This record from OMol25 describes a cluster of 2 separate species, C4H7Cl2P in total. The level of theory is the ωB97M-V functional and the def2-TZVPD basis.

XYZ file:
```
14
Properties=species:S:1:pos:R:3:lowdin_charge:R:1
C 0.271 0.217 -1.000 -0.369
C 0.560 1.337 -0.184 -0.432
C 0.064 -1.113 -0.164 -0.787
C -0.673 -0.663 0.896 -0.520
P -0.503 1.045 1.349 0.943
Cl 1.685 -1.643 0.405 0.647
Cl -2.918 -0.666 -0.287 0.006
H -0.680 0.249 -1.445 0.049
H 1.070 0.103 -1.822 0.146
H 1.686 1.461 -0.035 0.108
H 0.127 2.282 -0.663 0.102
H -0.275 -1.999 -0.667 0.093
H -1.077 -1.396 1.544 0.059
H 0.662 0.788 2.074 -0.045
```

Calculated values
- E_LUMO (alpha / beta): -1.88 / -1.88 eV
- HOMO-LUMO gap (alpha / beta): 0.29578 / 0.29574 Eh
- Molar mass: 157.0 g mol⁻¹

Short version: <b> is the least stable of them.

<a>
This record from OMol25 describes the molecule CH6N4O. The level of theory is the ωB97M-V functional and the def2-TZVPD basis.

XYZ file:
```
12
Properties=species:S:1:pos:R:3:lowdin_charge:R:1
H 0.363 1.844 -0.037 0.049
N -0.486 1.286 -0.025 0.126
C -0.302 0.032 -0.041 -0.483
N 0.859 -0.728 0.012 -0.065
N 2.101 -0.129 -0.041 -0.002
N -1.437 -0.809 -0.105 -0.035
O -2.630 -0.078 -0.069 -0.064
H 0.819 -1.619 -0.443 0.126
H 2.306 0.382 0.810 0.082
H 2.177 0.508 -0.850 0.091
H -1.477 -1.494 0.633 0.125
H -2.294 0.806 0.155 0.050
```

Calculated values
- E_LUMO: 0.76 eV
- Structure (SMILES): [H]/N=C(\NN)NO
- HOMO-LUMO gap: 0.36764 Eh
- Molar mass: 90.1 g mol⁻¹

<b>
This record from OMol25 describes the molecule CH6N4O. The level of theory is the ωB97M-V functional and the def2-TZVPD basis.

XYZ file:
```
12
Properties=species:S:1:pos:R:3:lowdin_charge:R:1
H 2.648 -0.913 0.011 0.051
N 1.745 -0.897 -0.373 0.117
N 1.138 0.185 -0.171 -0.379
O 1.559 1.166 0.413 -0.003
C -0.403 -0.033 -0.412 -0.413
N -0.782 -1.018 0.558 0.042
N -1.154 1.199 -0.308 0.067
H -0.341 -0.483 -1.496 0.164
H -0.019 -1.623 0.907 0.081
H -1.246 -0.541 1.381 0.099
H -1.725 1.566 -1.131 0.125
H -1.419 1.392 0.619 0.050
```

Calculated values
- E_LUMO: 0.90 eV
- Structure (SMILES): [H]/N=[N+](\[O-])C(N)N
- HOMO-LUMO gap: 0.38549 Eh
- Molar mass: 90.1 g mol⁻¹

<c>
This record from OMol25 describes a cluster of 2 separate species, CH6N4O in total. The level of theory is the ωB97M-V functional and the def2-TZVPD basis.

XYZ file:
```
12
Properties=species:S:1:pos:R:3:lowdin_charge:R:1
N -1.537 -0.471 0.230 0.082
C -0.260 -0.380 -0.045 -0.571
N 1.618 0.907 0.144 0.065
N 0.571 -1.493 -0.098 0.122
O -1.669 1.778 -0.118 -0.127
N 0.309 0.840 -0.141 -0.003
H -2.459 1.453 0.334 -0.021
H -2.004 -1.133 -0.399 0.061
H 1.952 0.464 0.998 0.110
H 2.008 1.819 -0.041 0.105
H 0.103 -2.384 -0.152 0.092
H 1.370 -1.399 -0.713 0.086
```

Calculated values
- E_LUMO (alpha / beta): 0.21 / -0.65 eV
- HOMO-LUMO gap (alpha / beta): 0.32362 / 0.29217 Eh
- Molar mass: 90.1 g mol⁻¹

Short version: <c> is the least stable of them.

<a>
This record from OMol25 describes the molecule C6H5N. The level of theory is the ωB97M-V functional and the def2-TZVPD basis.

XYZ file:
```
12
Properties=species:S:1:pos:R:3:lowdin_charge:R:1
C -0.756 -0.308 0.594 -0.052
C -0.257 -0.912 1.720 -0.057
C 0.141 0.245 -0.373 -0.368
C 1.162 -1.036 1.595 -0.083
C 1.475 0.015 -0.292 0.101
C -0.298 0.972 -1.661 -0.047
N 2.185 -0.827 0.953 0.079
H -1.803 -0.228 0.369 0.109
H -0.705 -1.419 2.578 0.105
H -0.898 1.819 -1.178 0.108
H 0.622 1.332 -2.003 0.040
H -0.868 0.347 -2.303 0.065
```

Calculated values
- E_LUMO: -0.46 eV
- HOMO-LUMO gap: 0.29707 Eh
- Molar mass: 91.1 g mol⁻¹

<b>
This record from OMol25 describes a structure of composition C6H5N. The level of theory is the ωB97M-V functional and the def2-TZVPD basis.

XYZ file:
```
12
Properties=species:S:1:pos:R:3:lowdin_charge:R:1
C -0.788 -0.090 1.335 -0.058
C -1.094 1.052 0.745 -0.006
C -0.697 1.416 -0.522 -0.159
N 0.694 1.158 -0.914 -0.002
C 0.227 -0.209 -0.967 -0.112
C -0.044 -0.944 0.283 -0.363
C 0.805 -1.912 0.258 0.203
H -0.748 -0.366 2.387 0.092
H -1.324 1.863 -1.294 0.110
H 1.343 1.318 -0.140 0.121
H 0.162 -0.677 -1.945 0.118
H 1.465 -2.609 0.774 0.056
```

Calculated values
- E_LUMO (alpha / beta): -0.52 / -0.77 eV
- HOMO-LUMO gap (alpha / beta): 0.28661 / 0.29074 Eh
- Molar mass: 91.1 g mol⁻¹

Short version: <b> is the least stable of them.

<a>
This record from OMol25 describes a cluster of 2 separate species, C2H7OS in total. The level of theory is the ωB97M-V functional and the def2-TZVPD basis.

XYZ file:
```
11
Properties=species:S:1:pos:R:3:lowdin_charge:R:1
O 0.788 -1.710 1.966 -0.126
H 0.364 -2.478 1.570 0.010
C -0.729 -1.031 -0.794 -0.622
S -1.006 0.444 0.191 0.478
C 0.147 1.968 -0.429 -0.407
H 0.284 -1.363 -1.072 -0.075
H -1.558 -1.424 -1.360 -0.127
H 0.504 -0.986 1.434 -0.101
H 0.750 2.080 0.508 -0.017
H 0.862 1.665 -1.315 0.040
H -0.405 2.836 -0.700 -0.054
```

Calculated values
- E_LUMO: 4.04 eV
- HOMO-LUMO gap: 0.19925 Eh
- Charge: -1
- Molar mass: 79.1 g mol⁻¹

<b>
This record from OMol25 describes a cluster of 2 separate species, C2H7OS in total. The level of theory is the ωB97M-V functional and the def2-TZVPD basis.

XYZ file:
```
11
Properties=species:S:1:pos:R:3:lowdin_charge:R:1
O 1.295 -2.648 0.026 -0.169
H 0.558 -2.003 -0.135 -0.122
C -0.157 1.547 -0.197 -0.246
C -0.729 0.249 0.396 -0.801
S -1.223 -0.949 -0.908 0.172
H 0.861 1.392 -0.501 0.040
H -0.293 2.418 0.457 0.044
H -0.782 1.816 -1.058 0.033
H 0.040 -0.084 1.107 0.032
H -1.636 0.368 1.000 0.013
H 2.066 -2.107 -0.187 0.003
```

Calculated values
- E_LUMO: 4.31 eV
- HOMO-LUMO gap: 0.25314 Eh
- Charge: -1
- Molar mass: 79.1 g mol⁻¹

<c>
This record from OMol25 describes a cluster of 2 separate species, C2H7OS in total. The level of theory is the ωB97M-V functional and the def2-TZVPD basis.

XYZ file:
```
11
Properties=species:S:1:pos:R:3:lowdin_charge:R:1
O -0.874 2.001 1.332 -0.178
H -0.678 1.574 2.176 0.001
C -0.823 -0.346 -1.452 -0.638
S 0.559 -0.059 -0.475 0.520
C 0.747 -1.575 0.630 -0.411
H -1.156 -1.387 -1.500 -0.110
H -1.310 0.341 -2.130 -0.109
H -0.644 1.255 0.696 -0.079
H 1.214 -2.232 -0.092 -0.009
H 1.416 -1.117 1.356 -0.009
H -0.163 -1.982 1.088 0.021
```

Calculated values
- E_LUMO: 4.01 eV
- HOMO-LUMO gap: 0.16031 Eh
- Charge: -1
- Molar mass: 79.1 g mol⁻¹

<d>
This record from OMol25 describes a cluster of 2 separate species, C2H7OS in total. The level of theory is the ωB97M-V functional and the def2-TZVPD basis.

XYZ file:
```
11
Properties=species:S:1:pos:R:3:lowdin_charge:R:1
O -0.328 2.859 -0.465 -0.107
H -0.926 2.777 0.257 -0.005
C -0.813 -1.631 1.423 -0.555
S -0.638 -0.386 0.095 0.474
C 0.961 -0.372 -0.914 -0.437
H -0.576 -1.368 2.419 -0.138
H -0.956 -2.603 0.998 -0.128
H -0.382 1.906 -0.654 -0.059
H 1.441 -1.322 -0.806 -0.004
H 0.807 -0.244 -1.978 0.007
H 1.411 0.384 -0.377 -0.048
```

Calculated values
- E_LUMO: 4.03 eV
- HOMO-LUMO gap: 0.20356 Eh
- Charge: -1
- Molar mass: 79.1 g mol⁻¹

Short version: <c> is the least stable of them.

<a>
This record from OMol25 describes a structure of composition C3H3FO2. The level of theory is the ωB97M-V functional and the def2-TZVPD basis.

XYZ file:
```
9
Properties=species:S:1:pos:R:3:lowdin_charge:R:1
C 1.190 0.391 -2.301 -0.470
C 0.046 -0.330 0.307 -0.058
C -0.233 0.302 -1.010 -0.050
O 1.502 1.415 -2.803 0.143
O -0.765 -0.970 -0.705 0.023
F 1.710 -0.795 -2.465 0.098
H 0.897 -0.753 0.575 0.073
H -0.474 0.037 1.104 0.084
H -0.849 1.195 -1.302 0.155
```

Calculated values
- E_LUMO (alpha / beta): 0.81 / -3.40 eV
- HOMO-LUMO gap (alpha / beta): 0.22351 / 0.30155 Eh
- Multiplicity: 3
- Molar mass: 90.1 g mol⁻¹

<b>
This record from OMol25 describes the molecule C3H3FO2. The level of theory is the ωB97M-V functional and the def2-TZVPD basis.

XYZ file:
```
9
Properties=species:S:1:pos:R:3:lowdin_charge:R:1
C -0.227 0.221 0.358 0.032
C 0.513 -0.429 -0.500 -0.032
C 3.469 0.175 -0.008 -0.561
O 3.777 1.309 -0.100 0.188
O 2.187 -0.413 -0.288 -0.013
F 4.204 -0.870 0.207 0.167
H -1.237 0.188 0.377 0.022
H -0.076 0.975 1.162 0.093
H 0.309 -1.198 -1.287 0.104
```

Calculated values
- E_LUMO (alpha / beta): 0.89 / -3.60 eV
- HOMO-LUMO gap (alpha / beta): 0.24647 / 0.26356 Eh
- Multiplicity: 3
- Molar mass: 90.1 g mol⁻¹

Short version: <a> is the least stable of them.